1.
DFT (ωB97M-V with the def2-TZVPD basis set) results for a structure of composition C12H23N2O7S2 at a distorted geometry.

CARTESIAN COORDINATES (ANGSTROEM)
O: 0.95190 4.52748 -1.80422
S: 0.13417 3.80262 -0.93105
O: -0.63907 4.57784 -0.03947
O: -0.87302 2.92879 -1.78970
C: 1.12039 2.72356 0.06499
C: 1.83298 1.57829 -0.67518
C: 0.90968 0.45670 -1.15439
C: 1.40396 -0.34129 -2.37866
C: 1.96050 0.41678 -3.55564
C: 1.43044 1.74309 -3.98327
O: 2.12342 1.88487 -5.27242
S: 3.62044 1.36511 -5.04211
O: 4.45201 2.43223 -4.74747
O: 3.96608 0.46320 -6.02604
O: 3.38631 0.59086 -3.61812
H: -1.77397 3.07773 -1.44647
H: 0.57907 2.30163 0.90209
H: 1.89755 3.35607 0.46818
H: 2.44648 2.00345 -1.45723
H: 2.51180 1.15519 0.05488
H: -0.10848 0.77801 -1.32441
H: 0.85828 -0.26004 -0.33865
H: 0.54897 -0.87470 -2.77336
H: 2.10147 -1.10355 -2.05579
H: 1.76267 -0.20823 -4.42890
H: 1.82068 2.58492 -3.43520
H: 0.37266 1.76770 -4.16264
C: -1.45985 -4.17187 5.06692
C: -2.29607 -4.24655 3.80619
N: -2.31723 -2.98384 3.04644
C: -2.92541 -2.82525 1.82233
C: -2.77070 -1.52894 1.46664
N: -2.06765 -0.91813 2.47856
C: -1.79615 -1.82142 3.41626
C: -1.68018 0.49473 2.53954
H: -1.83546 -3.41055 5.75208
H: -1.49412 -5.12845 5.58084
H: -0.41712 -3.94536 4.83964
H: -3.32810 -4.49550 4.05057
H: -1.91282 -5.02029 3.14274
H: -3.40665 -3.66026 1.34492
H: -3.08600 -0.96577 0.60687
H: -1.24918 -1.62752 4.32156
H: -0.59586 0.56711 2.57472
H: -2.10807 0.94534 3.43110
H: -2.05076 1.01418 1.66234

Output
charge	+1
HOMO-LUMO gap	0.3506	hartree
energy	-1903.3291	a.u.
E_LUMO	-3.22	eV
HOMO level	-12.76	eV

Atomic partial charges in e from the Mulliken method, atoms 1 to 4: number 1, O, carries -0.58; number 2, S, carries 1.28; number 3, O, carries -0.67; number 4, O, carries -0.46

---

2.
DFT (ωB97M-V with the def2-TZVPD basis set) results for a cluster of 2 separate species, C12H23N2O9P2 in total at a distorted geometry.

CARTESIAN COORDINATES (ANGSTROEM)
C: 4.18482 -2.57815 0.85505
C: 3.05937 -1.84515 1.56284
C: 1.62138 -1.75008 0.75623
C: 0.75803 -0.38387 1.07870
C: -0.81875 -0.83124 1.10505
C: -1.88729 0.29119 0.58289
C: -2.83611 -0.45249 -0.57725
O: -2.06908 -0.97800 -1.71368
N: -2.38530 -0.37855 -2.87428
O: -1.48782 -0.59266 -3.70785
P: -3.17324 0.82820 1.94538
O: -3.02501 2.33682 2.38643
O: -4.82616 0.67598 1.31130
O: -3.12475 -0.16389 3.37318
C: -1.21291 1.68460 0.04646
P: -2.42090 2.83937 -0.90960
O: -1.78101 4.21525 -1.36237
N: 0.02017 1.38153 -0.77516
C: 1.12233 0.91518 0.17231
C: 2.49529 0.83183 -0.71514
C: 3.83760 1.36988 0.12630
H: 5.28345 -2.13907 0.84741
H: 3.87997 -3.58190 0.29654
H: 3.28722 -1.37748 2.61096
H: 1.73186 -1.94509 -0.41610
H: 0.98129 -2.67832 1.14912
H: 1.03101 -0.10439 2.20758
H: -1.03136 -1.20013 2.22083
H: -0.89889 -1.82791 0.45231
H: -3.29838 -1.39989 -0.01700
H: -3.68076 0.24254 -0.99218
H: -4.83013 1.31671 0.53568
H: -2.82367 0.45819 4.11526
H: -0.83487 2.33025 0.97691
H: -2.76585 2.12763 -2.13816
H: -3.67421 3.01892 -0.19259
H: -0.13087 0.75869 -1.59769
H: 0.33759 2.31544 -1.17633
H: 1.28306 1.82691 0.92758
H: 2.36852 1.64391 -1.58296
H: 2.67951 -0.18031 -1.27182
H: 4.15753 0.65050 0.98998
H: 4.70351 1.52867 -0.67879
H: 3.51438 2.42094 0.58720
C: 0.65343 -2.94375 -2.65904
O: 0.26011 -3.86873 -3.35289
O: 0.36834 -2.77503 -1.46789
O: 1.39759 -2.03303 -3.04072

Output
charge	-1
HOMO-LUMO gap	0.0902	hartree
energy	-1940.0193	a.u.
E_LUMO	1.31	eV
HOMO level	-1.14	eV

Atomic partial charges in e from the Mulliken method, atoms 1 to 4: number 1, C, carries -0.60; number 2, C, carries -0.53; number 3, C, carries -0.53; number 4, C, carries 0.91

---

3.
DFT (ωB97M-V with the def2-TZVPD basis set) results for a cluster of 2 separate species, C12H23N4O in total.

CARTESIAN COORDINATES (ANGSTROEM)
N: 2.22222 1.53884 0.68452
C: 2.76043 2.16881 -0.52840
C: 2.77283 3.69723 -0.44760
C: 1.57197 4.33882 0.24067
C: 0.26102 4.23220 -0.56440
C: -0.82095 3.37860 0.06853
N: -0.66472 1.92883 -0.20428
C: -0.66533 1.04981 0.77601
C: -0.54938 -0.30384 0.50465
C: -0.40423 -0.67304 -0.81207
C: -0.39684 0.34230 -1.77423
N: -0.53298 1.61042 -1.48435
H: 2.48457 0.56344 0.70581
H: 2.61333 1.97554 1.50835
H: 3.78235 1.83565 -0.72213
H: 2.16785 1.83772 -1.38284
H: 2.80547 4.07798 -1.46768
H: 3.68117 4.01376 0.06181
H: 1.42719 3.94258 1.24585
H: 1.80295 5.39389 0.37822
H: -0.17074 5.22465 -0.67764
H: 0.47834 3.88521 -1.57244
H: -1.80947 3.64839 -0.29424
H: -0.80124 3.49380 1.14852
H: -0.76004 1.42373 1.78174
H: -0.54819 -1.01760 1.31325
H: -0.26749 -1.70008 -1.12161
H: -0.28738 0.10805 -2.82184
C: -1.34860 -6.58234 0.06924
C: -0.86469 -5.16056 -0.05035
O: 0.19329 -4.86203 -0.57803
N: -1.65972 -4.17306 0.45247
C: -2.95230 -4.27172 1.10690
H: -0.60447 -7.23177 -0.37944
H: -1.48043 -6.86156 1.11493
H: -2.29723 -6.71496 -0.45164
H: -1.26108 -3.25833 0.33612
H: -3.71248 -3.72486 0.54650
H: -2.90597 -3.86484 2.11858
H: -3.25903 -5.30968 1.17256

Output
charge	+1
HOMO-LUMO gap	0.2738	hartree
energy	-765.0569	a.u.
E_LUMO	-4.59	eV
HOMO level	-12.04	eV

Atomic partial charges in e from the Mulliken method, atoms 1 to 4: number 1, N, carries -0.46; number 2, C, carries -0.48; number 3, C, carries -0.91; number 4, C, carries -0.52